# 1
ORCA calculation (ωB97M-V/def2-TZVPD) on the ion C4H16NSi2 with charge +1 at a distorted geometry.

* net charge: +1
* highest occupied orbital energy: -14.583 eV
* F_max: 0.104 hartree/bohr
* molar mass: 134.35 g mol⁻¹
* gap between HOMO and LUMO: 11.48 eV

XYZ file:
```
23
Properties=species:S:1:pos:R:3:forces:R:3:lowdin_charge:R:1
C 2.42172 -0.15413 -1.16065 -2.4 -4.6 1.1 -0.02
C 1.73570 -0.00616 1.28843 -0.6 1.4 3.8 -0.08
C 1.29506 0.16989 -0.07396 0.6 1.9 -4.7 -0.44
C -1.23791 0.01168 0.20027 -0.5 -2.2 2.8 -0.62
N -0.00359 -0.48040 -0.50488 0.8 -0.9 -2.9 -0.06
Si -1.62138 1.90080 0.33733 -0.3 -0.9 -0.8 0.68
Si -2.71254 -1.31271 -0.21801 3.3 0.6 0.3 0.72
H 2.91473 -1.10768 -0.87533 -0.1 0.3 0.3 0.10
H 2.21652 -0.42909 -2.20279 -0.9 0.9 0.1 0.09
H 3.15283 0.52195 -1.09834 2.6 2.9 0.1 0.03
H 1.77208 -1.06160 1.68826 0.0 1.1 -0.5 0.12
H 1.03714 0.70671 1.98049 1.6 -2.0 -1.2 0.13
H 2.74394 0.47660 1.37608 -0.8 -0.7 0.0 0.12
H 1.11145 1.26210 -0.30958 -0.1 -1.0 0.7 0.13
H -0.90573 -0.29096 1.28532 -1.1 0.6 -1.6 0.09
H -0.02421 -0.24397 -1.57192 -0.3 -0.5 2.2 0.20
H 0.14369 -1.56606 -0.50422 -0.7 2.2 0.3 0.20
H -0.98602 2.28132 1.57434 0.6 0.5 0.3 -0.08
H -3.11702 2.08260 0.62663 1.0 -0.1 -0.7 -0.03
H -0.95493 2.36728 -0.95090 -0.6 0.3 0.7 -0.04
H -2.71713 -1.26121 -1.63500 -0.4 -0.1 -1.2 -0.08
H -2.06247 -2.52374 0.26613 0.3 -0.5 -0.2 -0.07
H -3.88010 -1.26536 0.50647 -2.0 0.7 0.9 -0.09
```
Positions in Å, forces in eV/Å.

# 2
ORCA calculation (ωB97M-V/def2-TZVPD) on a cluster of 4 separate species, C4H16O3 in total at a distorted geometry.

* highest occupied orbital energy: -11.120 eV
* F_max: 0.064 hartree/bohr
* molar mass: 112.17 g mol⁻¹
* gap between HOMO and LUMO: 11.81 eV

XYZ file:
```
23
Properties=species:S:1:pos:R:3:forces:R:3:lowdin_charge:R:1
C 0.53733 -0.65417 0.25825 -0.3 0.2 0.7 -0.13
C 1.28628 0.39792 -0.51915 0.6 -0.1 0.0 -0.29
C 2.60922 0.82102 0.09792 1.2 -0.9 1.3 -0.30
C 3.54385 1.55145 -0.83965 -1.5 2.0 -2.1 -0.13
H 1.16550 -1.52360 0.45569 0.2 0.2 0.4 0.06
H -0.30837 -1.07835 -0.30268 -0.1 0.6 0.3 0.07
H 0.22380 -0.15880 1.18963 -0.3 -0.8 0.0 0.08
H 0.66220 1.29400 -0.66411 0.1 -0.5 -0.6 0.12
H 1.60225 -0.15634 -1.39399 -0.3 0.7 -1.1 0.09
H 3.14917 -0.11432 0.36496 -0.3 0.3 0.0 0.11
H 2.51927 1.33634 1.06913 -0.3 0.1 -0.4 0.11
H 3.43672 1.13706 -1.85601 0.7 -0.7 0.4 0.07
H 4.57263 1.74254 -0.56819 0.2 -0.5 0.3 0.06
H 3.16346 2.56747 -1.15762 0.1 -0.5 1.0 0.08
H -4.80848 -0.11614 1.62069 0.3 0.0 0.0 0.00
H -4.63483 -1.41714 2.29744 0.3 -0.1 0.3 0.04
O -4.23681 -0.53802 2.28043 -0.6 -0.1 -0.4 -0.06
H -7.11761 1.37023 0.70432 0.2 0.1 0.2 0.05
H -5.68494 1.53870 1.28982 -0.1 0.5 0.5 0.02
O -6.17741 1.27569 0.51883 -0.1 -0.4 -0.7 -0.04
H 0.73763 -2.90329 -1.53945 0.0 0.0 0.0 0.01
H 2.26422 -2.92369 -1.53488 0.0 0.0 0.0 0.03
O 1.49491 -3.44858 -1.77136 0.0 -0.1 0.0 -0.05
```
Positions in Å, forces in eV/Å.

# 3
ORCA calculation (ωB97M-V/def2-TZVPD) on a cluster of 4 separate species, C4H16O3 in total at a distorted geometry.

* highest occupied orbital energy: -10.484 eV
* F_max: 0.080 hartree/bohr
* molar mass: 112.17 g mol⁻¹
* gap between HOMO and LUMO: 10.82 eV

XYZ file:
```
23
Properties=species:S:1:pos:R:3:forces:R:3:lowdin_charge:R:1
C 0.32533 -1.91135 -1.20622 -1.1 -0.9 -1.7 -0.12
C -0.36382 1.77989 -2.03263 1.1 0.1 2.0 -0.11
C 0.33527 0.56059 -1.28126 -2.2 0.7 -2.5 -0.25
C -0.59825 -0.69409 -1.54193 3.9 0.6 1.0 -0.23
H 1.39659 -1.76309 -1.11453 0.0 0.8 0.6 0.05
H 0.33773 -2.53378 -2.12461 -0.4 -0.3 0.7 0.07
H -0.08632 -2.47541 -0.37961 0.2 -0.3 0.1 0.06
H 0.02181 2.73924 -1.65791 -0.3 -0.1 0.3 0.06
H -1.39736 1.65047 -1.74060 -0.5 0.6 -0.5 0.05
H -0.19845 1.90244 -3.10283 -0.2 -0.9 -0.1 0.06
H 0.41757 0.66452 -0.20792 0.1 0.5 0.2 0.08
H 1.30651 0.46294 -1.72821 0.6 -0.5 0.0 0.08
H -1.38633 -0.59638 -0.81432 -0.7 -0.2 -0.3 0.09
H -0.87002 -0.74630 -2.58822 -0.6 0.2 0.1 0.10
H -3.24836 -0.14804 1.94433 -0.4 -0.2 -0.1 0.04
H -1.83093 -0.26403 2.31015 0.2 -0.4 0.1 0.02
O -2.59590 -0.82897 2.13671 0.3 0.6 0.0 -0.06
H 1.71395 1.25177 2.60319 -1.1 0.2 1.1 0.00
H 0.33411 1.34651 3.37489 0.4 -0.1 -0.4 0.02
O 1.26411 1.59071 3.40143 0.4 1.4 0.5 -0.10
H 1.25124 -1.24617 2.29879 0.6 0.0 -0.5 0.07
H 2.26061 -0.36333 1.36876 -0.3 -1.0 0.0 0.07
O 1.61091 -0.37813 2.08256 0.1 -0.4 -0.6 -0.06
```
Positions in Å, forces in eV/Å.

# 4
ORCA calculation (ωB97M-V/def2-TZVPD) on a cluster of 4 separate species, C4H16O3 in total at a distorted geometry.

* highest occupied orbital energy: -10.785 eV
* F_max: 0.028 hartree/bohr
* molar mass: 112.17 g mol⁻¹
* gap between HOMO and LUMO: 11.26 eV

XYZ file:
```
23
Properties=species:S:1:pos:R:3:forces:R:3:lowdin_charge:R:1
C -0.64401 -3.60235 0.01096 0.2 -0.7 0.2 -0.11
C 0.58849 -2.69550 -0.10326 -0.9 0.1 -0.4 -0.28
C 1.07646 -2.15020 1.21362 0.9 0.8 0.0 -0.28
C 1.99074 -0.91069 1.04706 -0.8 -0.9 0.6 -0.10
H -1.58075 -3.11295 -0.25368 0.1 0.0 -0.2 0.07
H -0.51702 -4.53830 -0.54105 -0.2 0.3 -0.3 0.07
H -0.77750 -3.95219 1.02358 0.0 0.0 0.6 0.06
H 1.38806 -3.22211 -0.61341 0.2 0.0 -0.1 0.10
H 0.26660 -1.85962 -0.73488 0.4 0.0 0.0 0.10
H 0.23972 -1.75701 1.78554 -0.3 -0.4 0.3 0.11
H 1.63607 -2.87981 1.79813 -0.3 -0.4 0.1 0.10
H 2.32466 -0.65728 2.05340 0.2 0.4 -0.1 0.07
H 2.85396 -1.09947 0.41324 -0.1 0.2 -0.2 0.08
H 1.27835 -0.17151 0.69289 0.7 0.4 -0.2 0.03
H -1.31402 3.48986 0.86107 0.1 -0.2 -0.3 0.06
H -1.72777 4.24107 -0.38633 -0.2 0.0 -0.2 0.01
O -1.29946 3.42376 -0.10560 0.0 0.4 0.5 -0.05
H 0.65360 0.94831 -0.52577 -0.3 0.0 -0.2 0.01
H -0.59674 1.77570 -0.83153 0.0 -0.3 0.2 0.00
O -0.28003 0.85836 -0.75886 0.2 0.3 -0.1 -0.08
H -2.16738 6.65173 -2.19898 -0.1 0.1 0.1 0.05
H -1.28330 5.42172 -2.08480 0.0 0.0 -0.1 0.04
O -2.10875 5.79848 -1.76135 0.2 -0.2 0.0 -0.05
```
Positions in Å, forces in eV/Å.

# 5
ORCA calculation (ωB97M-V/def2-TZVPD) on a cluster of 4 separate species, C4H16O3S in total at a distorted geometry.

* highest occupied orbital energy: -8.243 eV
* F_max: 0.040 hartree/bohr
* molar mass: 144.24 g mol⁻¹
* gap between HOMO and LUMO: 8.71 eV

XYZ file:
```
24
Properties=species:S:1:pos:R:3:forces:R:3:lowdin_charge:R:1
C 2.47803 0.56077 1.50182 -0.3 0.3 -0.6 -0.13
C 1.01783 1.01595 1.58895 -0.1 -1.6 0.0 -0.31
C 0.08068 0.24291 0.65836 -1.6 1.2 -0.7 -0.53
S 0.47044 0.27709 -1.11017 0.6 -0.3 -0.1 0.77
C -1.18234 0.33941 -1.85880 0.5 0.5 0.3 -0.40
H 2.92030 0.91907 0.56793 0.1 0.3 0.1 0.06
H 3.02914 0.95351 2.35147 0.3 -0.2 0.0 0.07
H 2.57243 -0.52048 1.40272 -0.1 -0.1 0.5 0.07
H 0.91789 2.08745 1.45057 0.0 0.1 -0.1 0.10
H 0.61153 0.74516 2.56611 0.2 0.4 0.3 0.10
H -0.87703 0.78146 0.65198 0.1 0.0 0.3 0.07
H -0.24184 -0.75926 0.93645 0.7 -0.1 0.4 0.06
H -1.44800 1.38982 -1.96369 -0.2 -0.1 -0.2 0.03
H -1.03825 -0.14607 -2.81360 -0.3 0.0 -0.3 0.02
H -1.95045 -0.15983 -1.27607 0.2 -0.2 0.1 0.02
H -3.27296 -1.88250 -0.16090 -0.2 -0.1 -0.4 0.03
H -2.00564 -2.60450 0.29070 0.7 -0.7 -0.5 0.00
O -2.68413 -2.01168 0.57565 -0.4 0.6 0.9 -0.04
H 1.06881 3.85250 -1.79286 -0.1 0.1 0.2 0.03
H 1.43362 5.02544 -0.89576 0.6 0.3 0.4 0.02
O 0.71772 4.66226 -1.39768 -0.5 -0.5 -0.5 -0.06
H -0.13925 -5.03038 -0.20974 0.3 0.1 -0.1 0.04
H -1.61989 -5.10145 -0.34992 -0.2 0.0 -0.2 0.04
O -0.85862 -4.63665 -0.71352 -0.2 -0.1 0.3 -0.05
```
Positions in Å, forces in eV/Å.